(1)
ORCA calculation (ωB97M-V with the def2-TZVPD basis set) on a 9-piece molecular cluster, C27H59F6N4O20P4 overall in a non-equilibrium geometry.

## Properties
charge = -1
frontier orbital gap = 6.7 eV

Positions of all 120 atoms, in Å:
1 P -8.4252 -29.3857 -23.4679
2 F -8.1819 -28.8636 -24.9260
3 F -8.1956 -27.8426 -22.8825
4 F -9.9965 -29.1393 -23.6303
5 F -8.5310 -29.9900 -21.9066
6 F -8.6418 -30.7737 -24.2861
7 F -6.8616 -29.7860 -23.3668
8 C -9.6622 -33.7758 -27.9534
9 C -10.2682 -34.1026 -26.8339
10 C -10.6754 -33.1718 -25.7433
11 O -11.1808 -33.4087 -24.6691
12 C -10.4134 -31.8023 -26.1616
13 C -9.8267 -31.4396 -27.3080
14 C -9.3452 -32.3917 -28.3673
15 O -8.5875 -32.1078 -29.3265
16 O -9.3655 -30.1799 -27.4064
17 O -10.7186 -35.3444 -26.6126
18 H -9.4606 -34.6287 -28.5845
19 H -10.6250 -31.0297 -25.4373
20 H -9.2791 -29.8111 -26.5243
21 H -10.9900 -35.5458 -25.7140
22 C -10.9461 -29.1293 -19.7348
23 O -11.1997 -29.9212 -18.8033
24 N -11.8992 -28.3475 -20.3375
25 C -11.4986 -27.6413 -21.5006
26 C -13.3557 -28.4506 -20.1295
27 H -9.9811 -28.9881 -20.2457
28 H -10.4936 -27.8067 -21.8888
29 H -11.5982 -26.5710 -21.3204
30 H -12.0426 -28.0416 -22.3561
31 H -13.4921 -28.9109 -19.1509
32 H -13.8586 -27.4977 -20.2942
33 H -13.8438 -29.0810 -20.8728
34 C -7.7964 -32.6470 -19.2196
35 O -8.3136 -33.8116 -19.2918
36 N -6.7462 -32.2877 -18.4502
37 C -5.8809 -33.1995 -17.7700
38 C -6.2344 -30.8939 -18.5136
39 H -8.1987 -31.7628 -19.7378
40 H -6.3507 -34.1830 -17.7597
41 H -5.6054 -32.7698 -16.8069
42 H -4.9380 -33.2845 -18.3101
43 H -5.2334 -30.9785 -18.9366
44 H -6.8233 -30.1580 -19.0612
45 H -6.2650 -30.4444 -17.5211
46 C -11.1354 -32.8884 -21.3035
47 O -10.7793 -33.7044 -20.5268
48 N -12.3929 -32.4124 -21.5035
49 C -12.7921 -31.4640 -22.5787
50 C -13.4982 -32.9999 -20.8137
51 H -10.4371 -32.3131 -21.9308
52 H -11.9227 -30.9522 -22.9914
53 H -13.4523 -30.7704 -22.0579
54 H -13.4300 -31.9582 -23.3115
55 H -14.1343 -32.1754 -20.4916
56 H -14.0809 -33.6186 -21.4961
57 H -13.1557 -33.5535 -19.9395
58 C -10.7216 -23.6323 -23.6689
59 O -11.2304 -22.4996 -23.5385
60 N -10.9609 -24.3997 -24.7668
61 C -10.6216 -25.8362 -24.7678
62 C -11.7688 -23.9837 -25.9002
63 H -10.0614 -24.2158 -23.0087
64 H -11.5692 -26.3478 -24.9362
65 H -10.3583 -26.1053 -23.7449
66 H -9.7280 -26.2722 -25.2145
67 H -11.6459 -24.6575 -26.7481
68 H -12.8383 -23.9953 -25.6901
69 H -11.4862 -23.0234 -26.3316
70 C -6.4423 -26.0237 -25.2828
71 O -5.1142 -26.3371 -25.6759
72 P -3.8288 -25.9148 -24.7711
73 O -3.7928 -24.4960 -24.5805
74 O -4.0412 -26.7087 -23.4262
75 C -4.1695 -28.1340 -23.5091
76 O -2.4946 -26.5847 -25.4157
77 C -1.2474 -25.8767 -25.3412
78 H -6.8804 -25.1232 -25.7132
79 H -6.7871 -26.3144 -24.2904
80 H -6.9959 -26.7085 -25.9251
81 H -4.9013 -28.4123 -24.2674
82 H -4.5344 -28.4887 -22.5452
83 H -3.2986 -28.7282 -23.7857
84 H -1.2475 -24.9633 -24.7464
85 H -1.1651 -25.5384 -26.3742
86 H -0.3347 -26.4725 -25.3544
87 C -6.2086 -25.9077 -21.2987
88 O -6.6487 -25.3237 -20.0365
89 P -7.8015 -24.2610 -20.0053
90 O -8.6512 -23.9634 -21.1852
91 O -8.7762 -24.7813 -18.8011
92 C -9.5898 -25.9486 -18.9746
93 O -7.0397 -22.9473 -19.3879
94 C -6.0774 -23.0538 -18.2887
95 H -5.1208 -25.9671 -21.2629
96 H -6.4901 -25.2446 -22.1168
97 H -6.5591 -26.9349 -21.3986
98 H -10.3123 -25.7333 -19.7619
99 H -10.0945 -26.1037 -18.0211
100 H -9.1233 -26.9010 -19.2264
101 H -5.6231 -22.1314 -17.9267
102 H -5.2107 -23.6143 -18.6392
103 H -6.4318 -23.4881 -17.3539
104 C -5.4397 -32.7951 -22.7164
105 O -6.5643 -33.3886 -22.0266
106 P -6.7266 -35.0334 -22.1444
107 O -7.7751 -35.6250 -21.2241
108 O -5.1926 -35.4335 -21.8306
109 C -4.7011 -35.4753 -20.5590
110 O -6.9905 -35.4048 -23.7022
111 C -8.0842 -35.0176 -24.5343
112 H -5.0870 -33.3751 -23.5693
113 H -4.5954 -32.3977 -22.1531
114 H -5.6944 -31.7936 -23.0631
115 H -5.4621 -35.2107 -19.8250
116 H -3.9435 -34.7360 -20.2993
117 H -4.2162 -36.4252 -20.3339
118 H -9.0258 -34.9365 -23.9913
119 H -8.1854 -35.6386 -25.4243
120 H -7.9024 -34.0096 -24.9071

Löwdin atomic charge list, values in e, 2 entries:
1. P 0.2089
2. F -0.1425



(2)
ORCA calculation (ωB97M-V with the def2-TZVPD basis set) on a 4-piece molecular cluster, C27H59N3O4 overall in a non-equilibrium geometry.

## Properties
relative energy (zero: lowest compared OMol25 entry of this formula, charge and spin) = 154.8 kJ/mol
charge = 0
SMILES string = CC1(C)CCCC(C)(C)N1O.CC1(C)CCCC(C)(C)N1O.CC1(C)CCCC(C)(C)N1O.O
frontier orbital gap = 8.7 eV

Positions of all 93 atoms, in Å:
1 C -4.6244 -7.5716 1.1816
2 C -3.5200 -6.8991 0.3679
3 C -4.2076 -5.9362 -0.6416
4 C -2.6919 -6.0704 1.3419
5 C -1.4762 -5.4489 0.6693
6 C -0.6700 -6.5299 -0.0450
7 C -1.4413 -7.5171 -0.9321
8 C -1.6650 -6.9299 -2.3455
9 C -0.5897 -8.7900 -1.0259
10 N -2.6743 -7.8891 -0.2584
11 O -3.4472 -8.7621 -1.0629
12 H -4.2092 -8.2186 1.9532
13 H -5.3406 -6.8354 1.5418
14 H -5.2304 -8.2087 0.5270
15 H -4.9938 -5.3685 -0.1478
16 H -3.5029 -5.2784 -1.1433
17 H -4.6752 -6.5450 -1.4224
18 H -3.2783 -5.3380 1.8943
19 H -2.2739 -6.7621 2.0906
20 H -1.8075 -4.6775 -0.0321
21 H -0.8271 -4.9210 1.3702
22 H -0.1123 -7.1032 0.7029
23 H 0.0722 -6.0143 -0.6643
24 H -0.8920 -7.3296 -3.0052
25 H -1.6317 -5.8437 -2.3418
26 H -2.6005 -7.3205 -2.7448
27 H -1.0091 -9.4771 -1.7648
28 H -0.6385 -9.2753 -0.0482
29 H 0.4470 -8.5893 -1.2900
30 H -3.2212 -9.6382 -0.7366
31 C -0.1105 2.1266 -0.2880
32 C -0.1119 1.2551 -1.5498
33 C -1.1268 1.8871 -2.5152
34 C 1.2842 1.3038 -2.1574
35 C 1.5664 0.1592 -3.1323
36 C 1.1461 -1.2164 -2.6196
37 C -0.2817 -1.2328 -2.0901
38 C -1.2802 -1.1706 -3.2522
39 C -0.5033 -2.5287 -1.3300
40 N -0.3520 -0.1156 -1.1536
41 O -1.4713 -0.2261 -0.2826
42 H 0.3695 1.6198 0.5481
43 H 0.3860 3.0808 -0.4848
44 H -1.1042 2.4902 -0.0147
45 H -2.1445 1.5621 -2.2810
46 H -1.1012 2.9744 -2.4298
47 H -0.9888 1.6454 -3.5702
48 H 1.4537 2.2389 -2.6979
49 H 2.0646 1.2965 -1.3880
50 H 1.0783 0.4153 -4.0798
51 H 2.6335 0.1939 -3.3677
52 H 1.8739 -1.5486 -1.8758
53 H 1.2613 -1.8859 -3.4800
54 H -1.0422 -0.3872 -3.9619
55 H -2.2989 -1.0917 -2.8763
56 H -1.2005 -2.1076 -3.8148
57 H -1.5361 -2.6656 -1.0041
58 H 0.1478 -2.5740 -0.4547
59 H -0.3168 -3.4008 -1.9632
60 H -1.0710 -0.3902 0.5752
61 C 4.1619 7.7229 0.8836
62 C 4.0141 7.0823 2.2725
63 C 5.4080 6.7770 2.8155
64 C 3.3324 8.0973 3.1998
65 C 1.7935 8.0741 3.0763
66 C 1.2739 6.6465 3.2469
67 C 1.8211 5.6585 2.2445
68 C 1.5242 4.2717 2.7825
69 C 1.1885 5.8474 0.8481
70 N 3.2730 5.8269 2.2414
71 O 3.8932 4.9254 1.3337
72 H 3.2169 7.9117 0.3775
73 H 4.7754 8.6233 0.8947
74 H 4.6811 7.0129 0.2281
75 H 5.8610 7.6193 3.3464
76 H 5.3578 5.9702 3.5524
77 H 6.1345 6.4764 2.0579
78 H 3.6615 8.0250 4.2372
79 H 3.6038 9.0875 2.8233
80 H 1.3321 8.7959 3.7424
81 H 1.5847 8.3270 2.0295
82 H 0.1897 6.7181 3.0630
83 H 1.3038 6.3526 4.2990
84 H 1.8391 4.1908 3.8268
85 H 2.0397 3.5021 2.1997
86 H 0.4949 3.8992 2.8179
87 H 1.1334 4.9027 0.3197
88 H 1.6628 6.6466 0.2888
89 H 0.1605 6.2001 0.9924
90 H 4.3582 4.3072 1.9051
91 O -2.8142 4.5925 -0.4218
92 H -3.2260 4.2666 0.3833
93 H -3.5253 5.0235 -0.9039

Löwdin atomic charge list, values in e, 2 entries:
1. C -0.0386
2. C -0.5304